No. 1
DFT (wB97M-V/def2-TZVPD) results for a single C9H10N2O molecule.

Each line ends with the Löwdin spin population.
Cartesian coordinates (Å):
C  2.67826  1.21702  -0.68399  0.131
C  3.04884  0.03185  -0.08127  0.378
C  1.34349  1.58665  -0.73460  0.193
C  2.07327  -0.78642  0.46769  0.087
C  0.35138  0.78901  -0.16809  0.380
C  0.74182  -0.41871  0.43047  0.211
C  -1.99308  -0.07628  0.17473  0.070
C  -1.47649  -1.16003  0.71575  0.031
C  -2.26841  -2.37580  1.10217  0.003
N  -0.97195  1.20960  -0.13588  0.315
N  -1.48578  1.98298  -1.17580  0.046
O  -0.14640  -1.30982  0.99312  0.098
H  3.42402  1.86703  -1.11637  0.002
H  4.08526  -0.26239  -0.03854  0.025
H  1.07341  2.52504  -1.19746  0.011
H  2.32481  -1.72592  0.93342  0.000
H  -2.99765  0.14730  -0.10194  0.004
H  -2.50732  -2.97156  0.22284  0.001
H  -3.19629  -2.09548  1.59173  0.000
H  -1.66478  -2.97629  1.77763  0.001
H  -0.99053  1.83577  -2.05697  0.009
H  -1.44588  2.96646  -0.91866  0.005

Its spin multiplicity is 3. Its HOMO-LUMO gap (spin up / spin down) is 4.69 / 6.66 eV. As for the energy above the lowest of the compared OMol25 structures with the same formula, charge and spin: 17.99 kcal per mole. The value obtained for the HOMO energy (spin up / spin down) is -3.714 / -8.467 eV.

=====

No. 2
DFT (wB97M-V/def2-TZVPD) results for a molecular structure, C3H4GaLiO4.

Each line ends with the Mulliken charge.
Cartesian coordinates (Å):
O  -1.94310  0.94495  2.28393  -0.024
C  -0.80591  0.75697  1.87146  0.890
C  0.64967  1.07150  -1.06065  -0.241
O  -0.16880  -0.35452  1.88963  -0.198
O  -0.28915  1.76589  1.12876  -0.302
C  0.88337  1.65458  0.32576  -0.732
H  -0.24901  1.52583  -1.51113  0.370
H  1.49336  1.43220  -1.67604  0.382
H  1.23942  2.68511  0.20034  0.384
H  1.66660  1.11912  0.88503  0.455
O  0.60205  -0.37497  -1.13661  -0.292
Ga  0.49926  -1.20778  0.42654  0.393
Li  0.61135  -1.03185  -2.82035  0.915

Its HOMO-LUMO gap (spin up / spin down) is 5.38 / 9.54 eV. As for the energy above the lowest of the compared OMol25 structures with the same formula, charge and spin: 18.49 kcal per mole. The net charge is +2. The value obtained for the HOMO energy (spin up / spin down) is -18.430 / -20.652 eV.

=====

No. 3
DFT (wB97M-V/def2-TZVPD) results for a molecular structure, C13H16Cl6N2.

Each line ends with the Mulliken charge.
Cartesian coordinates (Å):
N  -1.06738  -1.19193  0.68215  -0.468
C  -1.75338  -2.26643  0.23601  -0.436
C  -1.61546  -2.77505  -1.07616  -0.168
C  -0.64186  -2.13888  -1.90139  -0.365
C  0.14876  -1.05806  -1.38457  -0.401
C  -0.16660  -0.57464  -0.11806  0.026
H  -2.36098  -2.85700  0.90566  0.618
H  -2.21539  -3.64260  -1.30822  0.375
H  -0.36329  -2.43598  -2.90165  0.457
H  0.82017  -0.51051  -2.02939  0.104
H  0.22299  0.35007  0.28137  0.841
N  2.09912  3.45450  2.97937  -0.542
C  1.74364  2.48269  2.06125  -0.202
C  0.53323  1.72180  2.13839  -0.663
C  -0.34509  2.00217  3.18038  -0.488
C  0.00365  2.98736  4.13044  -0.340
C  1.21907  3.71950  3.98933  -0.246
H  2.38409  2.38939  1.19666  0.551
H  0.31539  1.01540  1.35103  0.334
H  -1.17708  1.34976  3.40071  0.408
H  -0.77397  3.21900  4.84322  0.352
H  1.41916  4.50370  4.70444  0.370
C  -4.77970  -1.86153  0.58350  -0.164
Cl  -3.88355  -3.39465  0.70978  -0.220
Cl  -6.20518  -2.04215  -0.46945  -0.163
H  -5.16510  -1.57603  1.56230  0.340
H  -4.20256  -1.03498  0.16898  0.197
C  2.59995  -1.47014  -4.27598  -0.425
Cl  3.62261  -0.35772  -3.29356  -0.169
Cl  1.15462  -1.96216  -3.34275  -0.096
H  2.38081  -0.97777  -5.22343  0.305
H  3.01608  -2.47678  -4.31597  0.339
C  2.61106  1.34401  -1.52801  -0.489
Cl  1.52046  1.27319  -0.11188  -0.074
Cl  3.22812  2.93772  -1.84818  -0.190
H  3.51750  0.74019  -1.48494  0.292
H  2.15592  1.11467  -2.49152  0.399

Its HOMO-LUMO gap is 9.16 eV. As for the energy above the lowest of the compared OMol25 structures with the same formula, charge and spin: 231.30 kcal per mole. The value obtained for the HOMO energy is -8.869 eV.

=====

No. 4
DFT (wB97M-V/def2-TZVPD) results for a single C17H16N4O3S molecule.

Each line ends with the Mulliken charge.
Cartesian coordinates (Å):
C  -6.10337  -2.92934  -0.38468  -1.245
C  -4.71301  -2.57958  0.10913  -0.234
O  -4.46865  -1.20148  -0.17647  -0.280
C  -3.27894  -0.72423  0.18445  1.188
O  -2.44561  -1.42836  0.73165  -0.777
C  -3.10171  0.70243  -0.14268  -0.015
C  -4.15203  1.40126  -0.74292  -0.532
C  -4.02906  2.73661  -1.06010  -0.712
C  -2.84237  3.40009  -0.77927  -0.510
C  -1.78852  2.73457  -0.18797  -0.637
C  -1.89584  1.38212  0.13956  0.240
N  -0.85587  0.68428  0.73222  0.004
C  0.37476  1.12866  1.10716  0.615
O  0.78992  2.25750  0.99401  -0.632
C  1.21880  0.00843  1.69985  -0.944
S  1.67739  -1.17593  0.38749  -0.196
C  3.33821  -0.72320  0.16342  0.279
N  4.01242  0.07805  0.93721  -0.523
C  5.27103  0.12175  0.39900  0.576
C  6.41396  0.80814  0.79076  -0.479
C  7.53521  0.61156  0.00557  -0.253
N  7.58802  -0.16985  -1.06996  -0.631
C  6.51300  -0.82734  -1.45630  -0.598
C  5.32948  -0.70938  -0.74857  0.383
N  4.06516  -1.23792  -0.87210  -0.048
H  -6.30976  -3.97562  -0.17958  0.407
H  -6.84532  -2.31527  0.11861  0.311
H  -6.17554  -2.75571  -1.45497  0.309
H  -4.61989  -2.73833  1.18953  0.310
H  -3.94664  -3.18445  -0.38879  0.320
H  -5.06819  0.87303  -0.95382  0.481
H  -4.85067  3.26123  -1.52278  0.409
H  -2.73766  4.44648  -1.02363  0.403
H  -0.86872  3.25105  0.02977  0.538
H  -1.08155  -0.30166  0.89018  0.209
H  0.66832  -0.54940  2.45636  0.497
H  2.15637  0.40226  2.09226  0.466
H  6.41908  1.45251  1.65359  0.404
H  8.46549  1.10940  0.24361  0.375
H  6.61078  -1.44815  -2.33694  0.338
H  3.73153  -1.87622  -1.57384  0.185

Its HOMO-LUMO gap is 8.71 eV. As for the energy above the lowest of the compared OMol25 structures with the same formula, charge and spin: 17.43 kcal per mole. The structure (SMILES) is CCOC(=O)c1ccccc1NC(=O)CSc1nc2ccncc2[nH]1. The value obtained for the HOMO energy is -8.493 eV.